No. 1
{
  "formula": "C6H17NO",
  "method": "wB97M-V/def2-TZVPD",
  "elements": ["C", "C", "C", "N", "C", "C", "C", "H", "H", "H", "H", "H", "H", "H", "H", "H", "H", "H", "H", "H", "H", "H", "H", "H", "O"],
  "xyz": [[-2.359, 0.606, -1.803], [-2.896, 2.060, -2.263], [-1.816, 0.743, -0.413], [-0.339, 0.588, -0.450], [1.658, -0.741, 0.162], [0.145, -0.502, 0.446], [0.033, 0.044, 1.878], [-3.217, -0.029, -1.986], [-1.571, 0.348, -2.496], [-2.690, 2.096, -3.305], [-3.936, 2.204, -2.057], [-2.350, 2.747, -1.565], [-2.273, 0.033, 0.380], [-2.054, 1.803, 0.014], [0.072, 1.454, -0.156], [2.011, -0.027, -0.644], [2.306, -0.499, 0.975], [1.779, -1.755, -0.223], [-0.380, -1.469, 0.280], [0.221, -0.636, 2.728], [0.509, 1.011, 1.966], [-0.885, 0.655, 2.000], [5.439, -3.262, 2.688], [6.280, -3.976, 1.505], [6.311, -3.494, 2.340]],
  "forces_ev_per_a": [[-1.7, 2.3, -1.1], [1.6, -1.4, 1.9], [0.1, 0.2, 2.4], [-1.2, -1.4, 0.0], [-0.6, 0.7, -1.9], [1.5, 1.2, 0.6], [-1.6, 0.7, 0.3], [0.0, -0.7, 0.5], [0.2, -0.3, 0.1], [0.1, 0.9, -0.8], [-0.7, -0.1, 0.0], [-0.3, 0.0, -1.5], [0.7, 0.9, -1.4], [0.2, -1.8, -0.7], [0.5, 0.2, 0.2], [-0.5, -0.8, 0.6], [0.3, -0.4, 0.8], [0.5, 0.1, 0.2], [-0.1, 1.0, 0.1], [0.0, 0.5, -0.5], [2.1, -0.2, 0.0], [-1.1, -1.6, 0.2], [-0.4, -0.2, -0.6], [-0.8, 0.1, 0.0], [1.2, 0.1, 0.6]],
  "orbital_gap_ev": [1.91, 9.24],
  "spin_multiplicity": 2,
  "homo_energy_ev": [1.3, -6.1],
  "charge": -1,
  "fmax_ha_per_bohr": 0.0596,
  "lumo_ev": [3.18, 3.11],
  "mol_weight_g_mol": 119.208,
  "relative_energy_kj_mol": 179.6
}


No. 2
{
  "formula": "C6H17NO",
  "method": "wB97M-V/def2-TZVPD",
  "elements": ["C", "C", "C", "C", "C", "C", "N", "H", "H", "H", "H", "H", "H", "H", "H", "H", "H", "H", "H", "H", "H", "H", "H", "H", "O"],
  "xyz": [[-1.976, 0.398, -2.619], [-1.890, 1.031, -1.244], [-0.633, 2.016, -1.174], [0.392, 1.469, -0.177], [0.924, 0.052, -0.480], [1.547, -0.591, 0.879], [0.556, -1.104, 1.872], [-2.323, 1.132, -3.366], [-2.832, -0.290, -2.724], [-1.091, -0.159, -2.934], [-1.814, 0.330, -0.381], [-2.835, 1.543, -1.046], [-0.876, 3.020, -0.855], [-0.226, 2.092, -2.205], [1.194, 2.221, -0.084], [-0.005, 1.310, 0.816], [1.548, -0.035, -1.337], [0.073, -0.615, -0.544], [2.144, -1.473, 0.581], [2.125, 0.123, 1.469], [-0.216, -0.489, 2.099], [0.160, -1.869, 1.345], [1.509, -2.856, 3.863], [2.480, -3.885, 3.767], [2.065, -3.372, 4.479]],
  "forces_ev_per_a": [[-1.5, -0.6, -0.4], [0.7, 0.9, 0.6], [-0.8, -1.4, 0.0], [0.9, -0.4, -0.7], [-0.2, -0.1, 3.1], [-0.3, 0.8, -0.4], [0.4, -0.7, -1.3], [0.9, 0.1, 0.2], [0.3, -0.3, 0.5], [0.1, 0.4, 0.0], [0.0, 0.1, -0.9], [0.1, 0.3, -0.1], [-0.4, 0.3, 0.0], [0.0, 0.0, 0.7], [0.1, -0.5, 0.1], [-0.7, 0.7, 0.3], [0.6, -0.1, -0.6], [-0.4, -0.1, -0.9], [0.0, 0.6, 0.3], [0.5, 0.0, -0.6], [0.2, 0.3, -0.2], [-0.7, -0.4, 0.4], [-0.1, 0.4, 0.9], [0.4, -0.4, 0.7], [-0.3, 0.1, -1.6]],
  "orbital_gap_ev": 10.63,
  "smiles": "CCCCCCN.O",
  "homo_energy_ev": -9.7,
  "charge": 0,
  "fmax_ha_per_bohr": 0.0601,
  "lumo_ev": 0.90,
  "mol_weight_g_mol": 119.208,
  "relative_energy_kj_mol": 98.0
}


No. 3
{
  "formula": "C6H17NO",
  "method": "wB97M-V/def2-TZVPD",
  "elements": ["C", "C", "C", "C", "C", "N", "C", "H", "H", "H", "H", "H", "H", "H", "H", "H", "H", "H", "H", "H", "H", "H", "H", "H", "O"],
  "xyz": [[1.613, 1.453, -1.961], [1.114, 0.278, -1.107], [-0.383, 0.347, -0.795], [-0.799, 1.469, 0.157], [-0.623, 1.107, 1.641], [-1.533, 0.054, 2.044], [-2.877, 0.484, 2.358], [2.666, 1.676, -1.800], [1.031, 2.352, -1.734], [1.459, 1.267, -3.025], [1.319, -0.674, -1.599], [1.648, 0.285, -0.154], [-0.941, 0.424, -1.733], [-0.674, -0.596, -0.345], [-1.849, 1.685, -0.023], [-0.212, 2.370, -0.029], [-0.762, 2.023, 2.216], [0.399, 0.734, 1.774], [-1.167, -0.439, 2.848], [-3.409, 0.819, 1.462], [-3.427, -0.363, 2.760], [-2.962, 1.296, 3.094], [3.541, -4.342, -2.499], [2.326, -3.771, -1.753], [2.830, -4.583, -1.887]],
  "forces_ev_per_a": [[-0.4, -0.1, -0.1], [-0.1, 0.5, 0.1], [0.1, -0.1, -0.2], [0.2, -0.4, 0.2], [0.1, -0.2, -0.8], [0.0, -0.2, 0.4], [-0.4, 0.1, -0.2], [0.0, 0.0, 0.0], [0.2, 0.0, 0.1], [0.0, -0.1, 0.0], [0.2, 0.0, 0.0], [0.1, -0.1, 0.0], [0.0, 0.1, 0.0], [-0.2, -0.2, 0.1], [-0.1, 0.3, 0.0], [-0.1, 0.1, -0.1], [0.1, 0.2, 0.4], [-0.1, 0.2, 0.2], [0.1, 0.0, -0.1], [0.1, -0.1, 0.0], [-0.1, -0.1, 0.0], [0.3, 0.1, 0.0], [-0.3, -0.1, 0.2], [0.1, -0.1, 0.0], [0.2, 0.2, -0.2]],
  "orbital_gap_ev": 9.64,
  "smiles": "CCCCCNC.O",
  "homo_energy_ev": -8.9,
  "charge": 0,
  "fmax_ha_per_bohr": 0.0154,
  "lumo_ev": 0.79,
  "mol_weight_g_mol": 119.208,
  "relative_energy_kj_mol": 53.3
}


No. 4
{
  "formula": "C6H17NO",
  "method": "wB97M-V/def2-TZVPD",
  "elements": ["C", "C", "C", "C", "N", "C", "C", "H", "H", "H", "H", "H", "H", "H", "H", "H", "H", "H", "H", "H", "H", "H", "H", "H", "O"],
  "xyz": [[-1.976, 1.103, 0.005], [-2.041, -0.217, -0.671], [-2.208, -1.458, 0.185], [-2.074, 1.313, 1.358], [2.530, 0.447, -0.116], [3.134, -0.868, -0.304], [1.574, 0.515, 0.998], [-1.868, 1.962, -0.641], [0.242, 1.635, -0.109], [-2.844, -0.197, -1.420], [-1.129, -0.411, -1.256], [-2.656, -2.289, -0.377], [-1.237, -1.868, 0.482], [-2.760, -1.392, 1.133], [-2.140, 2.369, 1.589], [-2.108, 0.519, 2.087], [2.536, -1.765, -0.128], [4.007, -0.923, 0.371], [3.557, -0.861, -1.310], [1.925, 1.108, 1.839], [1.040, -0.386, 1.314], [0.765, 1.200, 0.444], [1.162, -0.035, -2.735], [1.733, 0.440, -0.909], [0.835, 0.060, -1.830]],
  "forces_ev_per_a": [[0.6, -0.6, 1.2], [-0.2, -0.7, -0.4], [0.2, -1.1, 0.7], [0.5, 0.8, -2.3], [-1.9, -0.9, 1.2], [1.7, 0.0, 0.4], [2.5, -0.7, -0.8], [-0.4, 0.3, -0.2], [-0.8, -0.6, 0.6], [0.1, 0.3, 0.1], [-0.2, 0.4, -0.1], [0.0, 0.4, 0.0], [0.1, 0.2, 0.0], [-0.2, 0.4, -0.5], [0.1, -0.2, 0.8], [-0.2, 0.1, 0.1], [-0.4, 0.3, -0.1], [-0.3, 0.0, -0.1], [-0.2, -0.2, 0.1], [-0.3, 0.5, -0.1], [-0.3, 0.1, -0.4], [-0.9, 0.7, 0.2], [0.4, 0.2, -0.1], [0.4, 0.1, -1.8], [-0.4, 0.3, 1.1]],
  "orbital_gap_ev": [7.01, 6.02],
  "spin_multiplicity": 2,
  "homo_energy_ev": [-13.8, -13.6],
  "charge": 1,
  "fmax_ha_per_bohr": 0.0539,
  "lumo_ev": [-6.82, -7.62],
  "mol_weight_g_mol": 119.208,
  "relative_energy_kj_mol": 689.0
}


No. 5
{
  "formula": "C6H17NO2",
  "method": "wB97M-V/def2-TZVPD",
  "elements": ["C", "C", "C", "C", "C", "N", "C", "H", "H", "H", "H", "H", "H", "H", "H", "H", "H", "H", "H", "H", "H", "H", "O", "H", "H", "O"],
  "xyz": [[-0.013, -1.625, -0.668], [0.413, -1.816, 0.807], [1.593, -0.974, 1.151], [1.684, -0.249, 2.276], [-0.893, -0.382, -0.866], [-0.052, 0.840, -0.761], [-0.860, 2.054, -1.041], [0.907, -1.525, -1.273], [-0.595, -2.590, -0.975], [0.684, -2.864, 0.953], [-0.435, -1.601, 1.539], [2.422, -0.978, 0.442], [2.535, 0.313, 2.546], [0.889, -0.183, 3.048], [-1.761, -0.419, -0.162], [-1.300, -0.404, -1.893], [0.361, 0.882, 0.152], [-1.191, 2.058, -2.075], [-1.732, 2.179, -0.438], [-0.169, 2.962, -0.980], [2.453, 0.766, -3.016], [1.602, 0.413, -1.813], [2.424, 0.152, -2.277], [-2.436, 1.001, 2.325], [-3.728, 0.965, 1.568], [-2.804, 1.024, 1.433]],
  "forces_ev_per_a": [[-1.0, -1.4, 0.1], [-0.9, 0.2, 0.3], [0.1, 0.6, 1.3], [-1.1, -0.6, -0.1], [0.3, -0.3, -0.3], [-1.5, 0.0, -0.7], [2.3, 0.9, -0.5], [-0.5, -0.3, 0.0], [1.0, 1.8, 0.3], [0.1, -0.1, 0.0], [0.9, -0.3, -1.0], [-0.1, 0.0, 0.1], [1.0, 0.5, 0.0], [0.3, -0.3, -0.8], [0.6, 0.3, -0.4], [0.1, 0.1, 0.4], [0.0, 0.2, 0.5], [0.0, -0.3, -0.3], [-0.5, 0.1, 0.8], [-1.0, -1.1, 0.2], [0.2, 0.0, -0.1], [0.0, 0.0, 0.1], [-0.2, 0.1, 0.0], [0.1, 0.0, -0.2], [-1.5, -0.1, 0.1], [1.4, 0.1, 0.2]],
  "orbital_gap_ev": 9.52,
  "smiles": "C=CCCCNC.O.O",
  "homo_energy_ev": -9.1,
  "charge": 0,
  "fmax_ha_per_bohr": 0.0486,
  "lumo_ev": 0.45,
  "mol_weight_g_mol": 135.207,
  "relative_energy_kj_mol": 107.5
}


No. 6
{
  "formula": "C6H17NO3",
  "method": "wB97M-V/def2-TZVPD",
  "elements": ["C", "C", "O", "O", "H", "H", "H", "H", "H", "H", "C", "C", "C", "C", "N", "O", "H", "H", "H", "H", "H", "H", "H", "H", "H", "H", "H"],
  "xyz": [[1.589, -1.935, -0.043], [0.850, -3.190, 0.404], [1.322, -0.859, 0.806], [1.234, -1.693, -1.386], [0.700, -0.094, 0.437], [1.753, -0.957, -1.728], [2.675, -2.095, 0.031], [1.197, -4.045, -0.170], [-0.220, -3.068, 0.245], [1.041, -3.370, 1.459], [-1.417, 0.602, 0.235], [-0.062, 1.649, -0.086], [-1.703, -0.224, -1.002], [0.243, 2.430, 1.196], [-0.534, 2.488, -1.185], [-1.228, -0.139, 1.378], [-0.513, -0.854, 1.184], [-2.212, 1.331, 0.428], [0.879, 1.247, -0.485], [0.177, 3.168, -1.436], [-1.364, 3.004, -0.910], [-0.920, -0.956, -1.185], [-2.658, -0.735, -0.879], [-1.763, 0.422, -1.873], [0.576, 1.759, 1.986], [1.013, 3.181, 1.020], [-0.654, 2.931, 1.559]],
  "forces_ev_per_a": [[0.3, -0.6, -0.4], [0.2, 0.3, -0.1], [-1.6, 2.5, -0.2], [0.0, 0.0, 0.2], [2.3, -2.6, 0.5], [0.1, 0.0, 0.0], [-0.1, 0.0, 0.0], [0.0, -0.1, -0.1], [-0.1, 0.0, 0.0], [0.0, 0.0, 0.0], [2.5, 1.5, -1.5], [-2.3, 0.2, 0.4], [-0.4, 0.1, 0.1], [0.0, -0.4, -0.1], [0.0, 0.1, -0.1], [1.2, -2.0, 0.4], [-1.9, 1.5, 0.8], [0.1, -0.1, 0.0], [-0.3, -0.6, 0.2], [-0.1, 0.0, 0.0], [0.1, 0.0, 0.0], [0.0, -0.1, 0.1], [0.0, -0.1, 0.0], [0.0, 0.0, -0.1], [0.1, 0.0, 0.1], [0.1, 0.0, 0.0], [-0.1, 0.0, 0.0]],
  "orbital_gap_ev": 9.85,
  "smiles": "C[C@H](N)[C@@H](C)O.CC(O)O",
  "homo_energy_ev": -9.1,
  "charge": 0,
  "fmax_ha_per_bohr": 0.0681,
  "lumo_ev": 0.71,
  "mol_weight_g_mol": 151.206,
  "relative_energy_kj_mol": 236.7
}